(1)
The following is a DFT calculation (ωB97M-V/def2-TZVPD) of a structure of composition C26H24BN2O2PdS2Se2 in a non-equilibrium geometry.

Geometry (Å):
Pd  -0.485  -0.109  -2.418
S  2.432  0.163  -2.247
C  2.517  1.921  -2.546
C  3.665  2.572  -2.106
C  3.850  3.922  -2.354
C  2.862  4.621  -3.041
C  1.718  3.977  -3.468
C  1.510  2.603  -3.245
S  0.071  1.861  -3.863
H  4.409  1.999  -1.566
H  4.751  4.419  -2.017
H  2.989  5.680  -3.234
H  0.947  4.524  -3.996
Se  -1.375  -2.189  -0.961
Se  -2.427  -0.448  -4.152
C  -3.239  0.686  -2.896
C  -4.562  1.136  -3.012
C  -5.083  1.939  -2.023
C  -4.286  2.291  -0.935
C  -2.988  1.819  -0.905
N  -2.476  1.045  -1.856
C  -0.147  -2.954  -2.151
C  0.254  -4.299  -2.132
C  1.190  -4.730  -3.046
C  1.715  -3.831  -3.975
C  1.276  -2.524  -3.936
N  0.373  -2.106  -3.051
H  -5.145  0.839  -3.873
H  -6.104  2.299  -2.088
H  -4.664  2.911  -0.134
H  -2.321  2.069  -0.086
H  -0.176  -4.960  -1.393
H  1.528  -5.760  -3.043
H  2.448  -4.140  -4.708
H  1.648  -1.769  -4.619
C  0.909  -0.442  5.844
C  -0.023  -1.160  4.857
C  -1.470  -1.054  5.360
C  0.359  -2.644  4.831
C  0.107  -0.510  3.478
C  -0.356  0.792  3.284
C  -0.246  1.460  2.066
C  0.349  0.781  1.028
O  0.605  1.198  -0.246
B  1.204  0.084  -0.879
O  1.396  -0.953  0.055
C  0.818  -0.517  1.203
C  0.714  -1.175  2.409
H  0.861  -0.919  6.827
H  0.634  0.608  5.958
H  1.942  -0.484  5.492
H  -1.566  -1.559  6.325
H  -2.155  -1.525  4.652
H  -1.780  -0.018  5.492
H  0.143  -3.096  5.801
H  1.423  -2.774  4.629
H  -0.213  -3.181  4.072
H  -0.812  1.326  4.109
H  -0.617  2.469  1.943
H  1.099  -2.181  2.487

Its LUMO energy (alpha / beta) is 0.091 / 0.054 hartree. The total charge is -1. The spin multiplicity is 3. The calculation puts the HOMO-LUMO gap (alpha / beta) at 6.320 / 5.642 eV. The HOMO energy (alpha / beta) comes out at -3.846 / -4.163 eV. Its expectation value of S² is 2.01.

=====

(2)
The following is a DFT calculation (ωB97M-V/def2-TZVPD) of a structure of composition C26H24Br4EuN2O3S in a non-equilibrium geometry.

Geometry (Å):
Eu  0.197  0.606  -0.620
C  -3.772  1.498  0.180
C  -2.479  2.093  -0.337
C  -2.210  2.156  -1.692
C  -1.066  2.764  -2.177
C  -0.784  2.837  -3.660
C  -0.177  3.328  -1.271
C  -0.428  3.293  0.104
C  0.489  4.001  1.066
C  -1.568  2.651  0.551
H  -4.219  0.816  -0.550
H  -4.505  2.289  0.383
H  -3.616  0.946  1.111
H  -2.924  1.745  -2.397
H  -0.695  3.875  -3.993
H  -1.574  2.354  -4.238
H  0.150  2.332  -3.904
H  0.691  3.862  -1.635
H  0.285  5.077  1.079
H  1.535  3.864  0.777
H  0.355  3.628  2.085
H  -1.788  2.649  1.615
O  0.909  0.774  1.850
C  0.499  -0.261  2.726
C  -0.472  -1.203  2.056
C  -0.612  -2.486  2.540
C  -1.559  -3.320  1.972
C  -2.354  -2.844  0.947
C  -2.135  -1.555  0.515
N  -1.220  -0.745  1.059
H  1.670  1.239  2.214
H  0.006  0.173  3.595
H  1.365  -0.823  3.071
H  0.031  -2.828  3.350
H  -1.669  -4.345  2.324
H  -3.109  -3.458  0.466
H  -2.731  -1.119  -0.281
Br  0.117  -6.208  -0.554
C  -0.108  -4.436  -1.158
C  -1.166  -4.091  -1.977
Br  -2.422  -5.386  -2.515
C  -1.326  -2.745  -2.376
Br  -2.828  -2.174  -3.380
C  -0.466  -1.719  -1.966
O  -0.653  -0.457  -2.273
C  0.649  -2.086  -1.086
O  1.432  -1.147  -0.612
C  0.797  -3.436  -0.727
Br  2.225  -3.851  0.461
S  2.865  1.834  -1.061
C  4.206  1.041  -0.413
N  5.456  1.496  -0.761
C  6.660  1.030  -0.300
C  6.690  0.023  0.580
C  5.438  -0.527  0.976
C  4.249  -0.054  0.518
H  5.434  2.252  -1.429
H  7.535  1.523  -0.700
H  7.640  -0.344  0.948
H  5.425  -1.372  1.661
H  3.307  -0.516  0.778

Its LUMO energy (alpha / beta) is -0.010 / -0.009 hartree. The energy above the lowest of the compared OMol25 structures with the same formula, charge and spin is 93.5 kJ/mol. The spin multiplicity is 8. The calculation puts the HOMO-LUMO gap (alpha / beta) at 5.499 / 6.258 eV. The HOMO energy (alpha / beta) comes out at -5.759 / -6.515 eV. Its expectation value of S² is 15.76.

=====

(3)
The following is a DFT calculation (ωB97M-V/def2-TZVPD) of a structure of composition C26H24Br4N4O4PdS.

Geometry (Å):
Pd  -0.830  -0.375  -0.088
C  3.536  5.181  -2.589
C  3.124  3.775  -2.252
C  1.829  3.335  -2.523
C  1.428  2.051  -2.210
C  2.356  1.197  -1.615
C  3.662  1.604  -1.335
C  4.031  2.893  -1.657
S  1.891  -0.408  -1.206
O  0.693  -0.778  -1.958
O  3.003  -1.309  -1.195
N  1.215  -0.317  0.314
C  1.710  -0.235  1.523
C  3.088  -0.205  1.872
C  3.463  -0.098  3.197
C  2.506  -0.024  4.201
C  1.109  -0.066  3.905
C  0.115  -0.002  4.901
C  -1.204  -0.047  4.534
C  -1.524  -0.154  3.174
N  -0.610  -0.215  2.223
C  0.695  -0.171  2.577
H  3.017  5.543  -3.475
H  4.609  5.252  -2.759
H  3.286  5.853  -1.764
H  1.124  4.011  -2.993
H  0.424  1.715  -2.419
H  4.382  0.911  -0.916
H  5.045  3.222  -1.465
H  3.830  -0.281  1.090
H  4.514  -0.072  3.452
H  2.814  0.061  5.236
H  0.402  0.084  5.942
H  -1.996  0.004  5.268
H  -2.558  -0.182  2.848
Br  -4.852  5.353  -0.356
C  -4.236  3.592  -0.374
C  -5.190  2.504  -0.308
Br  -7.010  2.889  -0.208
C  -4.766  1.203  -0.305
Br  -5.939  -0.265  -0.214
C  -3.383  0.903  -0.360
O  -2.931  -0.294  -0.373
C  -2.418  1.996  -0.409
O  -1.176  1.714  -0.443
C  -2.897  3.338  -0.431
Br  -1.591  4.682  -0.519
N  -1.068  -5.095  -1.855
C  -2.341  -4.388  -1.455
C  -2.020  -2.938  -1.143
N  -0.982  -2.783  -0.101
C  0.232  -3.528  -0.467
C  -0.031  -4.997  -0.763
H  -0.697  -4.659  -2.704
H  -1.256  -6.071  -2.087
H  -2.721  -4.914  -0.580
H  -3.058  -4.486  -2.267
H  -2.929  -2.420  -0.842
H  -1.653  -2.439  -2.044
H  -1.336  -3.108  0.795
H  0.971  -3.458  0.330
H  0.665  -3.051  -1.347
H  -0.438  -5.528  0.097
H  0.868  -5.505  -1.102

Its LUMO energy (alpha / beta) is -0.215 / -0.292 hartree. The total charge is +2. The energy above the lowest of the compared OMol25 structures with the same formula, charge and spin is 0.0 kJ/mol. The spin multiplicity is 5. The calculation puts the HOMO-LUMO gap (alpha / beta) at 6.554 / 4.855 eV. The HOMO energy (alpha / beta) comes out at -12.395 / -12.801 eV. Its expectation value of S² is 6.06.

=====

(4)
The following is a DFT calculation (ωB97M-V/def2-TZVPD) of a structure of composition C26H24Cl2CrN8O2S2.

Geometry (Å):
Cr  1.424  1.411  1.045
C  1.685  -0.334  4.980
C  1.685  0.022  3.535
N  1.722  1.208  3.043
N  1.623  2.328  3.819
C  1.550  3.537  3.225
N  1.366  4.580  4.029
S  1.705  3.774  1.551
C  1.679  -1.050  2.508
C  1.795  -2.388  2.818
C  1.705  -3.319  1.789
C  1.486  -2.888  0.498
C  1.378  -1.527  0.261
N  1.515  -0.630  1.233
H  1.803  0.518  5.646
H  2.506  -1.022  5.189
H  0.745  -0.839  5.203
H  1.438  2.217  4.803
H  1.234  4.492  5.023
H  1.272  5.495  3.620
H  1.908  -2.711  3.841
H  1.780  -4.375  2.011
H  1.370  -3.581  -0.322
H  1.171  -1.142  -0.727
C  -1.419  -4.460  -2.305
O  -1.514  -3.736  -3.518
C  -2.093  -2.511  -3.473
C  -2.229  -1.853  -4.697
C  -2.808  -0.601  -4.737
C  -3.211  0.034  -3.563
C  -3.108  -0.643  -2.351
C  -2.555  -1.914  -2.303
N  -3.793  1.331  -3.756
N  -3.681  2.255  -2.935
C  -2.791  2.138  -1.814
C  -3.295  2.317  -0.555
C  -2.501  2.159  0.600
C  -1.173  1.859  0.464
O  -0.340  1.641  1.485
C  -0.616  1.785  -0.834
N  0.734  1.554  -0.885
C  1.331  1.475  -2.061
C  0.632  1.648  -3.260
C  -0.719  1.885  -3.225
C  -1.396  1.933  -1.990
H  -0.917  -5.391  -2.548
H  -2.408  -4.677  -1.893
H  -0.840  -3.909  -1.559
H  -1.899  -2.351  -5.599
H  -2.953  -0.089  -5.680
H  -3.465  -0.212  -1.427
H  -2.484  -2.400  -1.339
H  -4.353  2.523  -0.450
H  -2.937  2.230  1.587
H  2.395  1.281  -2.063
H  1.167  1.597  -4.197
H  -1.266  2.044  -4.145
Cl  4.259  -0.768  -1.339
C  4.787  0.034  0.121
Cl  3.869  1.552  0.455
H  5.813  0.358  0.007
H  4.653  -0.614  0.978
S  -1.409  -0.842  3.533
C  -1.492  -1.131  1.901
N  -1.517  -1.307  0.746

Its LUMO energy (alpha / beta) is -0.144 / -0.148 hartree. The total charge is +1. The energy above the lowest of the compared OMol25 structures with the same formula, charge and spin is 98.9 kJ/mol. The spin multiplicity is 4. The calculation puts the HOMO-LUMO gap (alpha / beta) at 5.701 / 5.599 eV. The HOMO energy (alpha / beta) comes out at -9.614 / -9.638 eV. Its expectation value of S² is 3.79.